[1]
Density functional theory data (wB97M-V/def2-TZVPD) for 2 unconnected molecules or ions with the total composition C28H32ClN3O4 in a non-equilibrium geometry.

Each atom is followed by the atoms it is bonded to, with distances in Å.
Positions of all 68 atoms, in Å:
1 C 5.8953 -1.5855 -3.7684  C2 1.534, H21 1.095, H22 1.095, H23 1.095
2 C 5.6475 -1.0247 -5.1741  C1 1.534, C3 1.528, H24 1.094, H25 1.094
3 C 4.3151 -0.2897 -5.3085  C2 1.528, O4 1.222, N5 1.385
4 O 4.2351 0.5998 -6.1427  C3 1.222
5 N 3.2207 -0.6913 -4.5605  C3 1.385, C6 1.393, H26 1.013
6 C 1.9295 -0.1819 -4.6835  N5 1.393, C7 1.400, C20 1.394
7 C 1.6634 1.1886 -4.7852  C6 1.400, C8 1.397, H27 1.086
8 C 0.3532 1.6489 -4.9413  C7 1.397, C9 1.402, H28 1.086
9 C -0.7111 0.7395 -5.0083  C8 1.402, C10 1.508, C11 1.407
10 C -2.1190 1.2363 -5.2172  C9 1.508, H29 1.094, H30 1.094, H31 1.094
11 C -0.4483 -0.6373 -4.8840  C9 1.407, O12 1.370, C20 1.398
12 O -1.4509 -1.5653 -4.9891  C11 1.370, C13 1.375
13 C -2.0830 -1.9740 -3.8381  O12 1.375, C14 1.410, C19 1.399
14 C -1.8990 -1.3977 -2.5650  C13 1.410, C15 1.400, H32 1.085
15 C -2.5975 -1.8915 -1.4564  C14 1.400, C16 1.395, H33 1.084
16 C -3.4850 -2.9586 -1.5954  C15 1.395, Cl17 1.745, C18 1.396
17 Cl -4.3427 -3.5663 -0.2027  C16 1.745
18 C -3.6769 -3.5327 -2.8534  C16 1.396, C19 1.400, H34 1.086
19 C -2.9810 -3.0398 -3.9633  C13 1.399, C18 1.400, H35 1.085
20 C 0.8651 -1.0819 -4.7079  C6 1.394, C11 1.398, H36 1.084
21 H 5.8449 -0.7848 -3.0229  C1 1.095
22 H 6.8886 -2.0429 -3.7192  C1 1.095
23 H 5.1539 -2.3503 -3.5161  C1 1.095
24 H 6.4557 -0.3313 -5.4268  C2 1.094
25 H 5.6689 -1.8433 -5.8989  C2 1.094
26 H 3.3124 -1.5962 -4.1145  N5 1.013
27 H 2.4828 1.9005 -4.7653  C7 1.086
28 H 0.1696 2.7157 -5.0330  C8 1.086
29 H -2.6174 0.6479 -5.9938  C10 1.094
30 H -2.6904 1.1441 -4.2890  C10 1.094
31 H -2.1254 2.2855 -5.5273  C10 1.094
32 H -1.2172 -0.5657 -2.4250  C14 1.085
33 H -2.4587 -1.4593 -0.4723  C15 1.084
34 H -4.3704 -4.3608 -2.9640  C18 1.086
35 H -3.1337 -3.4846 -4.9416  C19 1.085
36 H 1.0436 -2.1489 -4.6362  C20 1.084
37 C 1.0050 2.8296 3.9638  N38 1.464, H53 1.091, H54 1.092, H55 1.092
38 N -0.4036 3.2264 3.9397  C37 1.464, C39 1.338, H56 1.009
39 C -1.4148 2.7110 4.6476  N38 1.338, O40 1.226, C41 1.544
40 O -2.5469 3.1539 4.4857  C39 1.226
41 C -1.1786 1.5427 5.6283  C39 1.544, C42 1.540, N49 1.468, H57 1.087
42 C -1.6480 0.2140 5.0069  C41 1.540, C43 1.517, H58 1.092, H59 1.090
43 C -1.0696 -0.0651 3.6324  C42 1.517, C44 1.408, C48 1.408
44 C 0.1538 -0.7491 3.5009  C43 1.408, C45 1.407, H60 1.081
45 C 0.7088 -0.9623 2.2258  C44 1.407, C46 1.406, H61 1.081
46 C 0.0457 -0.4866 1.0807  C45 1.406, C47 1.405, H62 1.081
47 C -1.1733 0.2007 1.2109  C46 1.405, C48 1.405, H63 1.081
48 C -1.7359 0.4005 2.4825  C43 1.408, C47 1.405, H64 1.082
49 N -1.9109 1.7773 6.8783  C41 1.468, C50 1.332, H65 1.011
50 C -1.6106 1.3572 8.1058  N49 1.332, C51 1.517, O52 1.220
51 C -0.3442 0.5589 8.3486  C50 1.517, H66 1.089, H67 1.087, H68 1.087
52 O -2.3442 1.6166 9.0458  C50 1.220
53 H 1.1070 1.7867 3.6594  C37 1.091
54 H 1.4193 2.9632 4.9655  C37 1.092
55 H 1.5723 3.4463 3.2643  C37 1.092
56 H -0.6732 3.9665 3.3092  N38 1.009
57 H -0.1145 1.4702 5.8404  C41 1.087
58 H -2.7365 0.2285 4.9256  C42 1.092
59 H -1.3895 -0.6102 5.6716  C42 1.090
60 H 0.6691 -1.1106 4.3791  C44 1.081
61 H 1.6455 -1.4926 2.1252  C45 1.081
62 H 0.4752 -0.6456 0.1011  C46 1.081
63 H -1.6767 0.5852 0.3348  C47 1.081
64 H -2.6703 0.9379 2.5778  C48 1.082
65 H -2.7599 2.3205 6.8011  N49 1.011
66 H -0.2945 0.3028 9.4062  C51 1.089
67 H -0.3659 -0.3556 7.7615  C51 1.087
68 H 0.5219 1.1609 8.0848  C51 1.087

As for the SMILES: CCC(=O)Nc1ccc(C)c(Oc2ccc(Cl)cc2)c1.CNC(=O)[C@H](Cc1ccccc1)NC(C)=O. For the frontier orbital gap, the calculation gives 9.000 eV. Its energy above the lowest of the compared OMol25 structures with the same formula, charge and spin is 5.6 kcal/mol. The max |F| is 2.1 eV/A. The total energy comes out at -54739.590 eV. The net charge is 0.

Taken from the Löwdin analysis, the atomic charges in e are:
1 C -0.11
2 C -0.15
3 C -0.45
4 O 0.06
5 N 0.12
6 C -0.23
7 C -0.01
8 C -0.02
9 C -0.20
10 C -0.03
11 C -0.25
12 O 0.03
13 C -0.24
14 C 0.00
15 C -0.10
16 C -0.67
17 Cl 0.65
18 C -0.10
19 C 0.00
20 C 0.07
21 H 0.08
22 H 0.07
23 H 0.06
24 H 0.12
25 H 0.12
26 H 0.13
27 H 0.11
28 H 0.11
29 H 0.09
30 H 0.08
31 H 0.08
32 H 0.11
33 H 0.08
34 H 0.11
35 H 0.12
36 H 0.13
37 C -0.05
38 N 0.04
39 C -0.46
40 O 0.05
41 C -0.20
42 C -0.09
43 C -0.22
44 C -0.05
45 C -0.08
46 C -0.09
47 C -0.09
48 C -0.03
49 N 0.12
50 C -0.55
51 C 0.01
52 O 0.04
53 H 0.07
54 H 0.09
55 H 0.09
56 H 0.15
57 H 0.13
58 H 0.13
59 H 0.11
60 H 0.11
61 H 0.10
62 H 0.09
63 H 0.10
64 H 0.12
65 H 0.15
66 H 0.09
67 H 0.07
68 H 0.08

[2]
Density functional theory data (wB97M-V/def2-TZVPD) for 2 unconnected molecules or ions with the total composition C28H32N2O7P3S in a non-equilibrium geometry.

Each atom is followed by the atoms it is bonded to, with distances in Å.
Positions of all 73 atoms, in Å:
1 C -2.9257 4.2438 2.2726  C2 1.512, H26 1.085, H27 1.084, H28 1.083
2 C -1.7531 4.9418 1.6204  C1 1.512, O3 1.454, H29 1.082, H30 1.083
3 O -1.6206 4.6774 0.1973  C2 1.454, N4 1.350
4 N -1.4837 3.3677 -0.0998  O3 1.350, N5 1.311, C20 1.329
5 N -0.8071 2.6461 0.7612  N4 1.311, C6 1.312
6 C -0.6413 1.3814 0.4548  N5 1.312, P7 1.849, C9 1.404
7 P 0.3143 0.4245 1.7156  C6 1.849, S8 1.929, H31 1.405, H32 1.401
8 S 2.1143 0.0496 1.1316  P7 1.929
9 C -1.1077 0.7644 -0.7166  C6 1.404, P10 1.843, C12 1.405
10 P -0.8393 -1.0324 -1.0292  C9 1.843, O11 1.476, H33 1.395, H34 1.398
11 O -1.8187 -1.8059 -0.2417  P10 1.476
12 C -1.8343 1.5773 -1.6021  C9 1.405, C13 1.500, C20 1.412
13 C -2.4136 1.0545 -2.8833  C12 1.500, C14 1.506, H35 1.087, H36 1.086
14 C -1.3223 0.7878 -3.8856  C13 1.506, O15 1.192, O16 1.342
15 O -0.3473 1.4716 -3.9418  C14 1.192
16 O -1.5514 -0.2618 -4.6897  C14 1.342, C17 1.437
17 C -1.2229 -0.0581 -6.0735  O16 1.437, C18 1.488, O19 1.164
18 C -1.8044 1.1700 -6.6808  C17 1.488, H37 1.081, H38 1.083, H39 1.085
19 O -0.5708 -0.8558 -6.6140  C17 1.164
20 C -1.9986 2.9337 -1.2454  N4 1.329, C12 1.412, P21 1.875
21 P -2.8713 4.1222 -2.4032  C20 1.875, C22 1.832, C24 1.840
22 C -1.7020 5.5033 -2.6865  P21 1.832, C23 1.533, H40 1.083, H41 1.086
23 C -0.2502 5.0135 -2.6558  C22 1.533, H42 1.086, H43 1.082, H44 1.088
24 C -4.3749 4.7260 -1.5313  P21 1.840, C25 1.533, H45 1.088, H46 1.084
25 C -5.6311 3.9998 -2.0244  C24 1.533, H47 1.086, H48 1.085, H49 1.082
26 H -2.6510 3.2686 2.6599  C1 1.085
27 H -3.2062 4.8429 3.1313  C1 1.084
28 H -3.7726 4.1633 1.6023  C1 1.083
29 H -0.8218 4.7632 2.1420  C2 1.082
30 H -1.9139 6.0120 1.6503  C2 1.083
31 H -0.4839 -0.7175 1.8929  P7 1.405
32 H 0.1922 1.1837 2.8865  P7 1.401
33 H -0.9677 -1.1982 -2.4084  P10 1.395
34 H 0.5080 -1.2630 -0.7378  P10 1.398
35 H -3.0380 0.1847 -2.6948  C13 1.087
36 H -3.0504 1.8044 -3.3431  C13 1.086
37 H -2.0561 0.9462 -7.7082  C18 1.081
38 H -1.0824 1.9769 -6.6441  C18 1.083
39 H -2.6978 1.4767 -6.1462  C18 1.085
40 H -1.9159 5.9005 -3.6711  C22 1.083
41 H -1.8140 6.2854 -1.9415  C22 1.086
42 H 0.1016 4.9098 -1.6340  C23 1.086
43 H 0.4044 5.7244 -3.1428  C23 1.082
44 H -0.1413 4.0420 -3.1330  C23 1.088
45 H -4.4472 5.7735 -1.8143  C24 1.088
46 H -4.2888 4.7088 -0.4504  C24 1.084
47 H -5.4477 3.5845 -3.0111  C25 1.086
48 H -5.9145 3.1712 -1.3846  C25 1.085
49 H -6.4676 4.6787 -2.1284  C25 1.082
50 C 5.6970 -6.7612 6.2196  C51 1.391, C55 1.384, H66 1.082
51 C 6.5003 -7.2032 5.1739  C50 1.391, C52 1.384, H67 1.082
52 C 6.1994 -6.8528 3.8690  C51 1.384, C53 1.388, H68 1.081
53 C 5.0868 -6.0661 3.6026  C52 1.388, C54 1.398, C64 1.490
54 C 4.2684 -5.6381 4.6519  C53 1.398, C55 1.389, C56 1.489
55 C 4.5836 -5.9811 5.9601  C50 1.384, C54 1.389, H69 1.081
56 C 3.0469 -4.8286 4.3899  C54 1.489, O57 1.213, C58 1.493
57 O 2.3358 -4.4458 5.2946  C56 1.213
58 C 2.7148 -4.5015 2.9716  C56 1.493, C59 1.388, C63 1.394
59 C 1.5529 -3.7928 2.6979  C58 1.388, C60 1.382, H70 1.081
60 C 1.2354 -3.4665 1.3926  C59 1.382, C61 1.391, H71 1.084
61 C 2.0798 -3.8424 0.3526  C60 1.391, C62 1.383, H72 1.083
62 C 3.2351 -4.5545 0.6184  C61 1.383, C63 1.389, H73 1.081
63 C 3.5531 -4.8923 1.9280  C58 1.394, C62 1.389, C64 1.493
64 C 4.7901 -5.6856 2.1933  C53 1.490, C63 1.493, O65 1.212
65 O 5.5238 -6.0092 1.2850  C64 1.212
66 H 5.9394 -7.0306 7.2386  C50 1.082
67 H 7.3637 -7.8213 5.3792  C51 1.082
68 H 6.8221 -7.1882 3.0517  C52 1.081
69 H 3.9520 -5.6380 6.7673  C55 1.081
70 H 0.9036 -3.5041 3.5132  C59 1.081
71 H 0.3214 -2.9222 1.1829  C60 1.084
72 H 1.8358 -3.5841 -0.6708  C61 1.083
73 H 3.8951 -4.8551 -0.1832  C62 1.081

For the frontier orbital gap, the calculation gives 5.963 eV. Its energy above the lowest of the compared OMol25 structures with the same formula, charge and spin is 8.7 kcal/mol. The max |F| is 1.5 eV/A. The total energy comes out at -85560.809 eV. The net charge is +1.

Taken from the Löwdin analysis, the atomic charges in e are:
1 C -0.05
2 C -0.18
3 O -0.06
4 N -0.09
5 N 0.17
6 C -0.39
7 P 0.39
8 S 0.22
9 C -0.18
10 P 0.75
11 O -0.39
12 C -0.14
13 C -0.07
14 C -0.54
15 O 0.17
16 O 0.09
17 C -0.45
18 C 0.04
19 O 0.22
20 C -0.18
21 P 1.08
22 C -0.39
23 C -0.14
24 C -0.39
25 C -0.15
26 H 0.07
27 H 0.09
28 H 0.07
29 H 0.12
30 H 0.13
31 H -0.01
32 H -0.01
33 H 0.04
34 H -0.01
35 H 0.15
36 H 0.08
37 H 0.10
38 H 0.10
39 H 0.09
40 H 0.08
41 H 0.08
42 H 0.06
43 H 0.08
44 H 0.06
45 H 0.09
46 H 0.05
47 H 0.05
48 H 0.07
49 H 0.07
50 C -0.05
51 C -0.05
52 C 0.00
53 C -0.08
54 C -0.08
55 C 0.00
56 C -0.28
57 O 0.11
58 C -0.08
59 C 0.00
60 C -0.10
61 C -0.07
62 C 0.00
63 C -0.08
64 C -0.28
65 O 0.11
66 H 0.11
67 H 0.11
68 H 0.12
69 H 0.12
70 H 0.12
71 H 0.07
72 H 0.10
73 H 0.12